87
Properties=species:S:1:pos:R:3 method="wB97M-V/def2-TZVPD" total_charge=+1 e_tot_ev=-124740.1221 mol_weight_g_mol=813.567 gap_ev="5.658 / 5.642" s_squared=8.752 multiplicity=6
Ca -3.506 1.118 18.114
Mn -2.231 3.713 20.440
O -2.372 1.767 19.895
H -2.185 1.091 20.559
N -2.040 4.078 17.320
O -1.785 4.781 16.391
O -2.554 2.930 17.143
O -1.808 4.446 18.515
N -5.254 3.706 19.559
O -6.374 4.185 19.629
O -5.030 2.668 18.868
O -4.324 4.244 20.193
C -1.251 9.964 22.699
C -2.149 9.128 21.850
C -1.804 9.092 20.345
O -1.894 7.704 20.002
C -1.987 6.983 21.120
O -2.067 5.782 21.134
O -1.971 7.722 22.215
H -0.200 9.764 22.501
H -1.472 9.746 23.743
H -1.437 11.022 22.507
H -3.208 9.343 21.975
H -0.807 9.442 20.088
H -2.540 9.667 19.786
C -9.997 6.438 20.722
C -8.945 5.527 21.311
C -7.965 6.221 22.274
O -8.340 5.752 23.562
C -9.210 4.722 23.446
O -9.611 4.066 24.346
O -9.526 4.509 22.144
H -10.587 5.946 19.949
H -9.470 7.250 20.208
H -10.688 6.869 21.446
H -8.414 5.063 20.482
H -8.067 7.303 22.210
H -6.928 5.954 22.062
C -7.289 1.625 22.558
C -8.398 1.028 21.717
C -8.477 1.475 20.251
O -8.735 0.271 19.533
C -8.612 -0.793 20.361
O -8.836 -1.908 20.050
O -8.139 -0.395 21.571
H -7.433 1.407 23.615
H -7.247 2.706 22.394
H -6.328 1.193 22.262
H -9.367 1.124 22.206
H -7.577 1.989 19.918
H -9.335 2.137 20.180
C -2.973 -0.357 25.152
C -3.953 0.606 24.581
C -4.195 1.884 25.407
O -3.767 2.956 24.539
C -3.340 2.471 23.390
O -2.948 3.157 22.477
O -3.418 1.147 23.328
H -3.389 -0.890 26.010
H -2.064 0.119 25.522
H -2.715 -1.112 24.410
H -4.888 0.132 24.292
H -3.566 1.924 26.294
H -5.239 2.032 25.665
C -4.210 7.477 17.371
C -5.651 7.089 17.475
C -6.298 7.451 18.828
O -7.508 8.091 18.488
C -7.582 8.277 17.133
O -8.497 8.776 16.584
O -6.447 7.838 16.542
H -3.660 6.869 18.105
H -4.020 8.523 17.603
H -3.767 7.172 16.425
H -5.753 6.014 17.289
H -5.622 8.132 19.359
H -6.521 6.605 19.472
N -8.568 4.046 17.653
C -9.426 5.059 17.335
C -10.291 4.598 16.392
C -9.933 3.249 16.113
C -8.849 2.942 16.886
H -7.864 4.130 18.364
H -9.407 6.062 17.732
H -11.140 5.079 15.939
H -10.351 2.607 15.356
H -8.233 2.067 16.998